# 1
{
  "formula": "C6H15N",
  "method": "ωB97M-V/def2-TZVPD",
  "energy_ev": -7955.1268,
  "gap_ev": 9.88,
  "smiles": "CCCNCCC",
  "elements": ["C", "C", "C", "N", "C", "C", "C", "H", "H", "H", "H", "H", "H", "H", "H", "H", "H", "H", "H", "H", "H", "H"],
  "xyz": [[0.350, 1.126, -2.395], [-0.133, -0.327, -2.404], [0.049, -0.966, -1.023], [-0.961, -0.596, -0.076], [-0.741, -1.021, 1.311], [0.440, -0.363, 2.001], [0.136, 1.075, 2.452], [0.114, 1.674, -3.311], [1.405, 1.265, -2.159], [-0.207, 1.690, -1.634], [0.504, -0.907, -3.069], [-1.172, -0.338, -2.699], [1.097, -0.770, -0.748], [0.055, -2.055, -1.186], [-1.058, 0.419, -0.069], [-0.586, -2.092, 1.255], [-1.660, -0.859, 1.869], [0.831, -0.907, 2.853], [1.289, -0.339, 1.325], [1.049, 1.539, 2.835], [-0.211, 1.665, 1.610], [-0.590, 1.087, 3.264]],
  "atomic_forces_ev_per_a": [[-0.704, 0.651, 0.244], [0.868, 0.605, 0.701], [0.646, -0.871, -0.950], [-0.340, 0.877, 0.573], [0.254, -0.415, -0.532], [0.224, 0.864, 0.207], [0.570, -0.497, 0.054], [0.206, -0.280, -0.150], [0.049, -0.273, -0.109], [0.114, -0.081, 0.048], [-0.276, -0.042, -0.390], [-0.263, -0.336, -0.239], [-0.036, 0.274, 0.367], [-0.404, 0.071, 0.318], [-0.079, -0.208, -0.169], [0.009, -0.403, 0.156], [-0.122, 0.069, 0.090], [-0.319, -0.425, 0.290], [0.100, 0.027, -0.310], [-0.095, 0.079, -0.072], [-0.197, 0.259, -0.022], [-0.206, 0.052, -0.108]]
}

# 2
{
  "formula": "C6H15N",
  "method": "ωB97M-V/def2-TZVPD",
  "energy_ev": -7955.0340,
  "gap_ev": 9.55,
  "smiles": "CCCCNCC",
  "elements": ["C", "C", "C", "C", "N", "C", "C", "H", "H", "H", "H", "H", "H", "H", "H", "H", "H", "H", "H", "H", "H", "H"],
  "xyz": [[-2.110, 0.873, -1.923], [-1.268, 1.646, -0.920], [-1.262, 1.080, 0.508], [-0.609, -0.298, 0.640], [0.821, -0.206, 0.831], [1.517, -1.468, 0.727], [3.030, -1.305, 0.647], [-3.143, 0.620, -1.667], [-2.105, 1.329, -2.909], [-1.636, -0.109, -1.997], [-0.271, 1.742, -1.360], [-1.610, 2.683, -0.809], [-0.748, 1.762, 1.184], [-2.307, 0.946, 0.799], [-0.837, -0.954, -0.193], [-1.093, -0.811, 1.507], [1.068, 0.406, 1.604], [1.281, -2.093, 1.614], [1.126, -2.077, -0.088], [3.221, -0.622, -0.183], [3.464, -2.281, 0.450], [3.471, -0.863, 1.539]],
  "atomic_forces_ev_per_a": [[0.276, -0.947, 0.182], [-0.284, 1.011, 0.293], [0.043, -0.918, -0.967], [-0.343, -0.029, 1.441], [-0.114, 0.339, -1.351], [0.136, -0.274, 1.827], [-0.622, 0.188, -0.598], [-0.017, 0.544, 0.349], [0.038, 0.077, -0.077], [-0.011, -0.038, -0.439], [0.152, -0.195, 0.331], [-0.145, -0.093, -0.268], [-0.191, 0.134, 0.130], [0.022, 0.355, 0.230], [0.144, 0.075, -0.398], [0.157, 0.128, -0.219], [0.084, -0.560, -0.091], [0.114, -0.047, -0.051], [0.054, 0.456, -0.414], [0.305, -0.126, -0.073], [0.315, 0.039, 0.029], [-0.113, -0.119, 0.135]]
}

# 3
{
  "formula": "C6H15N",
  "method": "ωB97M-V/def2-TZVPD",
  "energy_ev": -7953.2911,
  "gap_ev": 10.30,
  "smiles": "CCC[C@H](C)NC",
  "elements": ["C", "C", "C", "C", "C", "N", "C", "H", "H", "H", "H", "H", "H", "H", "H", "H", "H", "H", "H", "H", "H", "H"],
  "xyz": [[3.160, -0.596, 0.086], [1.666, -0.533, -0.359], [0.826, 0.465, 0.479], [-0.606, 0.386, -0.017], [-1.255, 1.719, -0.229], [-1.308, -0.748, 0.552], [-2.562, -1.170, -0.101], [3.324, -0.483, 1.207], [3.677, 0.333, -0.347], [3.795, -1.430, -0.381], [1.177, -1.565, -0.136], [1.560, -0.292, -1.426], [1.021, 1.636, 0.616], [0.927, -0.014, 1.523], [-0.573, 0.017, -1.104], [-1.829, 2.071, 0.700], [-2.059, 1.570, -1.048], [-0.587, 2.519, -0.666], [-1.675, -0.189, 1.398], [-2.755, -2.303, 0.157], [-2.559, -0.885, -1.151], [-3.366, -0.506, 0.248]],
  "atomic_forces_ev_per_a": [[1.351, 1.331, -0.880], [0.462, -0.861, 1.097], [0.165, 0.421, 2.055], [1.106, -1.497, -4.188], [-2.896, 1.084, -0.365], [-1.549, 2.242, 3.239], [-0.296, -0.484, 0.697], [-0.382, -0.622, -1.377], [-0.673, -1.018, 0.634], [-1.247, 0.808, 0.980], [0.623, 1.749, -0.627], [0.233, -0.273, 0.216], [0.649, -2.675, -0.699], [-0.524, 1.121, -1.139], [0.719, 0.528, 0.903], [0.948, -0.048, -1.105], [0.938, 0.406, 1.361], [-0.520, -0.966, 0.866], [0.646, -2.040, -0.577], [0.182, 2.382, -0.894], [0.359, -0.881, -0.441], [-0.294, -0.706, 0.242]]
}

# 4
{
  "formula": "C6H15N",
  "method": "ωB97M-V/def2-TZVPD",
  "energy_ev": -7955.3114,
  "gap_ev": 10.30,
  "smiles": "CC[C@H](C)[C@@H](C)N",
  "elements": ["C", "C", "C", "C", "C", "C", "N", "H", "H", "H", "H", "H", "H", "H", "H", "H", "H", "H", "H", "H", "H", "H"],
  "xyz": [[2.735, 0.041, 0.299], [1.383, -0.342, -0.357], [0.175, 0.396, 0.153], [-0.174, 0.088, 1.618], [-1.040, 0.205, -0.759], [-1.696, -1.199, -0.708], [-2.060, 1.222, -0.444], [2.581, -0.160, 1.362], [3.510, -0.566, -0.148], [2.798, 1.124, 0.196], [1.497, -0.184, -1.441], [1.243, -1.429, -0.280], [0.396, 1.477, 0.065], [-1.086, 0.609, 1.900], [0.607, 0.238, 2.357], [-0.416, -0.981, 1.594], [-0.718, 0.305, -1.799], [-2.298, -1.288, 0.190], [-0.897, -1.923, -0.848], [-2.340, -1.238, -1.588], [-2.580, 1.542, -1.253], [-1.621, 2.062, -0.107]],
  "atomic_forces_ev_per_a": [[-2.327, -0.089, 0.302], [0.946, -0.731, -0.761], [-0.079, 1.093, 0.314], [-0.390, -0.867, -0.828], [-0.751, -0.312, -0.187], [0.450, 1.297, -0.558], [-0.106, 0.074, 0.061], [0.694, -0.109, 0.031], [0.453, 0.329, 0.148], [0.769, -0.030, -0.162], [-0.209, 0.159, 0.150], [-0.075, 0.088, 0.228], [0.133, -0.171, 0.070], [0.055, 0.115, 0.168], [0.129, 0.233, -0.141], [0.002, 0.018, 0.489], [0.376, 0.224, -0.019], [0.131, -0.397, 0.102], [-0.234, -0.436, 0.317], [-0.182, -0.278, 0.162], [-0.046, -0.429, -0.135], [0.261, 0.220, 0.251]]
}

# 5
{
  "formula": "C6H15N",
  "method": "ωB97M-V/def2-TZVPD",
  "energy_ev": -7954.4043,
  "gap_ev": 9.73,
  "smiles": "CCCCCNC",
  "elements": ["C", "C", "C", "C", "C", "N", "C", "H", "H", "H", "H", "H", "H", "H", "H", "H", "H", "H", "H", "H", "H", "H"],
  "xyz": [[0.170, 1.129, -2.705], [0.528, 0.970, -1.173], [0.925, -0.441, -0.776], [-0.265, -1.295, -0.279], [-0.440, -1.446, 1.258], [-1.141, -0.325, 1.816], [-0.257, 0.726, 2.374], [-0.888, 0.949, -2.910], [0.775, 0.410, -3.238], [0.404, 2.168, -2.942], [1.363, 1.633, -1.025], [-0.294, 1.414, -0.618], [1.493, -1.041, -1.495], [1.590, -0.389, 0.100], [-0.154, -2.263, -0.786], [-1.223, -0.915, -0.635], [0.556, -1.607, 1.701], [-0.994, -2.390, 1.327], [-1.834, -0.426, 2.540], [0.572, 0.914, 1.710], [-0.840, 1.665, 2.329], [-0.044, 0.562, 3.426]],
  "atomic_forces_ev_per_a": [[0.001, 0.016, 1.659], [0.035, 0.253, -1.963], [-0.639, -0.296, 1.774], [0.033, -0.250, -0.460], [0.117, -0.994, -1.157], [0.528, 1.567, 0.574], [-1.754, 0.635, -0.753], [0.101, -0.086, 0.003], [0.160, 0.138, -0.553], [-0.030, -0.199, -0.529], [0.530, 0.282, 0.200], [-0.091, -0.445, 0.485], [-0.144, 0.665, -0.401], [0.139, 0.131, -0.223], [-0.117, -0.168, 0.591], [0.027, 0.215, -0.152], [-0.168, -0.007, 0.179], [-0.143, 0.266, 0.609], [-0.168, -1.147, -0.293], [0.603, -0.240, 0.227], [0.220, -0.187, 0.148], [0.760, -0.149, 0.037]]
}

Question: What is the formula in the fifth record?
Answer: C6H15N